{
  "formula": "CH3ClFO3P",
  "method": "ωB97M-V/def2-TZVPD",
  "elements": ["O", "P", "Cl", "C", "O", "H", "H", "O", "F", "H"],
  "coordinates": [[-1.527065, -0.645620, 2.336075], [-1.582260, -0.173205, 3.714029], [-1.095191, -1.870558, 4.813568], [0.443718, 1.203104, -3.013833], [0.894817, 2.055215, -3.709135], [0.866086, 0.894715, -1.957132], [-0.542699, 0.742883, -3.203939], [0.954927, -1.205245, 0.408531], [1.262813, -0.083643, -0.377596], [0.324853, -0.917648, 0.989433]],
  "atomic_forces_ev_per_a": [[0.1, 0.4, -0.6], [0.2, -0.9, 0.4], [-0.1, 0.5, 0.2], [-0.4, -0.4, 2.6], [0.5, 0.2, -0.5], [-0.3, 0.6, -2.2], [0.0, -0.2, -0.4], [3.2, -2.4, -2.5], [-0.2, 0.2, 0.5], [-3.1, 1.9, 2.4]],
  "mulliken_charge": [-0.35, 0.53, -0.18, 0.17, -0.39, 0.08, 0.21, -0.23, -0.16, 0.34],
  "gap_ev": 8.0,
  "smiles": "O=PCl.C=O.OF",
  "e_tot_ha": -1166.8936,
  "homo_ev": -9.8,
  "total_charge": 0
}

=====

{
  "formula": "C10H19CoNO4S2",
  "method": "ωB97M-V/def2-TZVPD",
  "elements": ["Co", "S", "S", "C", "C", "C", "N", "C", "C", "H", "H", "H", "H", "H", "H", "H", "H", "C", "H", "H", "H", "H", "H", "H", "H", "C", "C", "H", "H", "H", "H", "O", "C", "O", "C", "O", "O"],
  "coordinates": [[0.000000, 0.000000, 0.000000], [0.927341, 1.654919, 1.521909], [0.025602, -2.084156, -1.260237], [-0.019653, 3.208960, 1.529777], [2.434917, 2.117528, 0.560283], [2.375319, 1.651586, -0.876438], [2.031073, 0.219035, -0.920548], [1.997909, -0.367871, -2.271362], [1.599474, -1.822823, -2.184584], [3.270744, 1.659974, 1.086408], [2.566318, 3.193665, 0.622024], [3.338085, 1.848371, -1.358054], [1.612271, 2.191750, -1.430370], [2.970298, -0.287761, -2.766603], [1.282630, 0.197121, -2.862610], [2.349003, -2.402971, -1.649182], [1.495851, -2.265361, -3.170923], [-1.203842, -2.068074, -2.602987], [2.733643, -0.285159, -0.383757], [-1.183105, -1.132387, -3.148759], [-2.173199, -2.196780, -2.135806], [-1.011109, -2.907901, -3.262206], [-0.962736, 2.993225, 2.018658], [-0.205312, 3.564837, 0.522765], [0.524318, 3.948053, 2.108281], [0.788345, -2.031621, 2.528106], [1.993664, -1.861233, 2.008220], [0.148042, -2.851911, 2.229443], [0.388244, -1.358520, 3.275680], [2.393782, -2.534396, 1.260723], [2.634081, -1.041008, 2.306935], [-3.168255, -0.662824, 1.895971], [-2.180328, -0.308457, 1.108034], [-0.951598, -0.755790, 1.316893], [-2.394383, 0.614270, -0.059523], [-3.578121, 1.105613, -0.341677], [-1.339493, 0.916739, -0.799324]],
  "atomic_forces_ev_per_a": [[4.0, -0.5, -0.5], [0.8, 0.7, 0.2], [0.5, -0.6, -0.8], [0.3, -0.3, -0.2], [-0.5, 0.0, 0.5], [0.0, -0.3, -0.2], [0.3, 0.2, -0.5], [0.1, 0.3, 0.2], [-0.6, -0.3, 0.2], [0.1, -0.1, 0.0], [0.0, 0.1, 0.0], [0.1, 0.0, -0.1], [-0.2, 0.1, -0.1], [0.1, 0.0, 0.0], [-0.2, 0.1, -0.1], [0.1, 0.0, 0.1], [0.0, 0.0, -0.1], [0.4, 0.1, 0.2], [-0.1, -0.1, 0.1], [0.0, 0.2, 0.0], [-0.1, 0.1, 0.1], [0.0, -0.1, -0.1], [-0.1, -0.1, 0.0], [-0.1, 0.0, -0.1], [0.0, 0.1, 0.1], [0.2, -0.2, 0.3], [0.1, 0.1, -0.2], [0.0, 0.1, 0.0], [0.0, -0.1, 0.0], [0.0, -0.1, 0.0], [0.0, 0.1, 0.1], [4.2, 1.8, -3.8], [-3.7, -3.2, 5.4], [-3.4, 0.2, 0.8], [-5.3, 3.7, -3.3], [5.3, -2.4, 1.6], [-2.3, 0.6, 0.0]],
  "mulliken_spin": [2.67, 0.06, 0.05, 0.00, 0.01, -0.01, 0.01, -0.01, 0.01, 0.00, 0.00, 0.00, 0.00, 0.00, 0.00, 0.00, 0.00, 0.00, -0.01, 0.00, 0.00, 0.00, 0.00, 0.00, 0.00, 0.00, 0.01, 0.00, 0.00, 0.00, 0.00, 0.01, -0.01, 0.10, -0.01, 0.01, 0.08],
  "s2": 3.758,
  "gap_ev": [8.4, 8.6],
  "e_tot_ha": -2927.2482,
  "homo_ev": [-8.3, -8.6],
  "multiplicity": 4,
  "total_charge": 0
}

=====

{
  "formula": "C4H8OS2",
  "method": "ωB97M-V/def2-TZVPD",
  "elements": ["C", "S", "S", "C", "C", "C", "O", "H", "H", "H", "H", "H", "H", "H", "H"],
  "coordinates": [[3.018236, 0.968330, -1.079706], [1.459174, 1.369519, -0.055314], [0.366555, -0.174504, -1.085248], [-1.486887, -0.474617, -0.739568], [-1.919085, -0.084324, 0.730500], [-2.388623, -1.322089, 1.512151], [-1.577506, -1.964642, 2.134759], [3.650419, 0.100644, -0.833211], [2.659533, 0.881761, -2.117458], [3.711085, 1.812622, -0.982303], [-1.549925, -1.546851, -0.929639], [-2.071459, 0.096709, -1.479938], [-1.030242, 0.218364, 1.246633], [-2.695436, 0.698324, 0.604566], [-3.301199, -1.847824, 1.249033]],
  "atomic_forces_ev_per_a": [[-0.5, 0.3, -0.1], [0.6, -0.8, -0.7], [-0.3, -0.7, -0.4], [0.8, 1.2, 0.8], [-1.0, -0.5, -0.8], [1.8, -0.6, -1.5], [-0.2, 0.4, 0.6], [-1.0, -0.1, 0.4], [0.3, 0.1, 0.4], [-0.6, 0.2, 0.0], [0.0, 0.1, -0.1], [0.3, -0.4, 0.3], [0.2, 0.7, 0.4], [0.6, -0.3, 0.6], [-1.1, 0.4, 0.0]],
  "mulliken_charge": [-0.85, -0.06, -0.11, -0.57, -0.32, -0.13, -0.44, 0.31, 0.27, 0.32, 0.31, 0.34, 0.23, 0.29, 0.39],
  "gap_ev": 8.4,
  "smiles": "CSSCCC=O",
  "e_tot_ha": -1028.7595,
  "homo_ev": -8.1,
  "total_charge": 0
}

=====

{
  "formula": "C34H64AgAsP3Se3Te",
  "method": "ωB97M-V/def2-TZVPD",
  "elements": ["Ag", "C", "P", "C", "C", "C", "C", "C", "C", "C", "P", "C", "C", "H", "H", "H", "H", "H", "H", "H", "H", "H", "H", "H", "H", "H", "H", "H", "H", "Se", "Se", "Te", "Se", "C", "C", "C", "C", "C", "C", "P", "C", "C", "C", "C", "C", "C", "C", "C", "C", "C", "C", "C", "H", "H", "H", "H", "H", "H", "H", "H", "H", "H", "H", "H", "H", "H", "H", "H", "H", "H", "H", "H", "H", "H", "H", "H", "H", "H", "H", "H", "H", "H", "H", "H", "H", "C", "C", "As", "C", "C", "C", "C", "H", "H", "H", "H", "H", "H", "H", "H", "H", "H", "H", "H", "H", "H", "H"],
  "coordinates": [[-0.934471, 0.533962, 1.202425], [3.224085, -0.350436, 1.812891], [1.527733, 0.214349, 2.313361], [1.195195, -1.070253, 3.583087], [1.936520, 1.621842, 3.428820], [3.143528, 1.633788, 4.130801], [3.481829, 2.688168, 4.960706], [2.621322, 3.769714, 5.085007], [1.418781, 3.768952, 4.400327], [1.049368, 2.698236, 3.587803], [-0.631717, 2.592003, 2.851196], [-1.619986, 2.664308, 4.388209], [-1.004488, 4.278919, 2.241609], [3.766790, -0.831693, 2.628130], [3.802500, 0.490158, 1.428802], [3.100762, -1.078969, 1.008887], [1.922797, -1.003166, 4.394714], [1.248563, -2.054204, 3.112914], [0.185314, -0.933946, 3.970828], [3.829743, 0.800721, 4.046132], [4.414308, 2.665728, 5.511472], [2.888178, 4.603122, 5.723390], [0.752487, 4.616493, 4.511215], [-1.374091, 3.554294, 4.974777], [-1.468853, 1.757805, 4.968831], [-2.667255, 2.694659, 4.086566], [-0.933940, 5.039128, 3.022028], [-2.032832, 4.226727, 1.877998], [-0.368010, 4.531002, 1.396089], [-3.194089, 1.991587, 0.066610], [-4.512721, 2.057224, 1.965072], [-4.541058, -0.321753, 2.698900], [-2.250422, -0.661070, 3.598520], [2.248092, -4.080546, -2.774939], [1.896027, -2.754783, -3.467759], [1.174187, -1.801355, -2.504616], [0.271833, -2.601064, -1.563336], [1.185171, -3.386403, -0.603440], [2.489245, -3.840954, -1.287221], [-0.952338, -1.506261, -0.644900], [-2.088621, -0.873522, -1.994493], [-2.490336, -1.808528, -3.160918], [-2.004933, -1.301189, -4.519240], [-2.564357, 0.090656, -4.834373], [-2.562523, 0.998408, -3.587889], [-1.597091, 0.480851, -2.526573], [-2.069799, -2.737637, 0.214411], [-1.408817, -3.322853, 1.471200], [-2.408034, -4.101588, 2.348439], [-3.635107, -4.557667, 1.558880], [-3.193293, -5.030151, 0.179514], [-2.675608, -3.848167, -0.659172], [3.122433, -4.538033, -3.242962], [1.421826, -4.789008, -2.882745], [1.257604, -2.955828, -4.332304], [2.804561, -2.273654, -3.840187], [0.607385, -1.071585, -3.077684], [1.892159, -1.246671, -1.896044], [-0.306811, -3.303651, -2.170215], [0.660273, -4.269479, -0.240379], [1.415739, -2.758507, 0.263383], [2.850522, -4.754862, -0.810982], [3.272401, -3.085906, -1.170080], [-2.982413, -0.639875, -1.402622], [-3.581893, -1.877993, -3.197183], [-2.115987, -2.821054, -3.014605], [-2.310585, -2.006192, -5.297325], [-0.912477, -1.271289, -4.531009], [-3.583310, -0.005564, -5.218864], [-1.966437, 0.540575, -5.631849], [-3.558205, 1.038941, -3.141242], [-2.295440, 2.021009, -3.864762], [-1.556795, 1.183809, -1.693614], [-0.585443, 0.426192, -2.937241], [-2.878572, -2.081213, 0.564624], [-0.989424, -2.501663, 2.056420], [-0.590943, -3.986917, 1.191085], [-2.721380, -3.475606, 3.181780], [-1.905645, -4.978247, 2.771503], [-4.348279, -3.733485, 1.458861], [-4.143849, -5.361607, 2.096592], [-4.013485, -5.521206, -0.350866], [-2.398837, -5.772376, 0.312334], [-3.504421, -3.431099, -1.234660], [-1.939959, -4.233304, -1.371190], [3.354643, 0.996918, -1.658591], [2.204843, 1.811652, -2.243762], [0.937344, 2.472166, -0.859255], [0.237154, 3.891966, -2.057757], [-0.826338, 4.790557, -1.435125], [2.234855, 3.488917, 0.244960], [3.056989, 4.571411, -0.442262], [3.905866, 0.462910, -2.436117], [2.966894, 0.267263, -0.945420], [4.059539, 1.640514, -1.128346], [1.618760, 1.187010, -2.922475], [2.587374, 2.650129, -2.831749], [-0.195115, 3.353393, -2.906437], [1.070266, 4.487316, -2.441487], [-1.602729, 4.186673, -0.961261], [-1.302445, 5.420171, -2.190105], [-0.393398, 5.446358, -0.676647], [2.891672, 2.733627, 0.687168], [1.681676, 3.916783, 1.081517], [3.585690, 4.177940, -1.313237], [3.801776, 4.983696, 0.242805], [2.420806, 5.393338, -0.774083]],
  "atomic_forces_ev_per_a": [[-0.5, -0.1, 0.0], [-0.2, 0.1, 0.0], [0.3, -0.3, 0.1], [0.0, 0.0, 0.0], [0.0, 0.1, 0.0], [0.0, 0.1, 0.1], [0.0, 0.0, 0.0], [0.0, 0.1, 0.0], [0.1, 0.0, 0.0], [0.0, 0.0, 0.0], [-0.3, 0.2, 0.1], [0.0, 0.0, 0.0], [0.1, -0.1, 0.0], [0.0, 0.0, 0.0], [0.0, 0.0, 0.0], [0.0, 0.0, 0.0], [0.0, -0.1, 0.0], [0.0, 0.0, 0.0], [0.1, 0.0, 0.1], [0.0, 0.0, 0.0], [0.0, 0.0, 0.0], [0.0, 0.0, 0.0], [-0.1, 0.0, 0.0], [0.0, 0.0, 0.0], [0.0, 0.0, 0.0], [0.0, 0.0, 0.0], [0.1, 0.0, 0.0], [0.0, 0.0, 0.0], [0.0, 0.1, 0.0], [0.3, -0.1, -0.3], [-0.2, 0.3, 0.2], [-0.2, -0.3, 0.1], [0.0, 0.1, -0.2], [0.1, 0.1, 0.0], [0.0, 0.0, 0.1], [-0.2, -0.1, -0.1], [-0.1, 0.3, 0.2], [0.0, 0.0, -0.1], [-0.1, -0.1, 0.0], [-0.3, -0.4, -0.2], [0.3, 0.0, 0.1], [0.1, 0.0, -0.1], [-0.2, 0.0, 0.0], [0.1, 0.0, 0.0], [0.1, -0.1, -0.1], [-0.2, 0.1, 0.1], [0.2, 0.1, 0.0], [0.0, 0.0, 0.0], [-0.1, 0.1, 0.0], [0.1, -0.1, 0.0], [-0.1, 0.1, 0.0], [0.0, -0.1, 0.1], [0.0, 0.0, 0.0], [0.0, 0.0, 0.0], [0.0, 0.1, 0.0], [0.0, 0.0, 0.0], [0.1, 0.0, 0.0], [0.0, 0.0, -0.1], [0.0, 0.0, 0.0], [0.0, 0.0, 0.0], [0.0, -0.1, 0.1], [0.1, 0.1, 0.0], [0.0, 0.0, 0.0], [0.0, 0.0, 0.0], [0.0, -0.1, 0.0], [-0.1, 0.0, 0.0], [0.1, 0.0, 0.0], [0.0, 0.0, 0.0], [0.0, 0.0, 0.0], [0.0, 0.0, 0.0], [0.0, 0.0, 0.0], [-0.1, 0.0, 0.0], [0.1, 0.0, 0.0], [0.0, 0.0, 0.0], [0.0, 0.0, 0.0], [0.0, -0.1, 0.0], [0.0, 0.0, 0.0], [0.0, 0.1, 0.1], [0.0, 0.0, 0.0], [0.0, 0.0, 0.0], [-0.1, 0.0, 0.0], [0.1, -0.1, 0.0], [0.0, 0.0, 0.0], [0.0, 0.0, -0.1], [0.0, 0.0, 0.0], [-0.1, 0.1, 0.0], [0.1, -0.1, 0.1], [0.1, 0.2, -0.4], [-0.1, 0.1, 0.1], [0.0, -0.2, 0.0], [0.1, 0.1, -0.1], [-0.1, -0.1, 0.0], [0.0, 0.0, 0.0], [0.1, 0.0, 0.0], [0.0, 0.0, 0.0], [-0.1, 0.1, 0.0], [0.0, 0.0, 0.0], [0.1, -0.1, 0.0], [0.0, -0.1, 0.0], [-0.1, 0.1, 0.1], [0.0, 0.0, 0.0], [0.0, 0.0, 0.0], [0.0, 0.0, 0.0], [0.0, 0.0, 0.0], [0.0, 0.0, 0.0], [0.0, 0.0, 0.0], [0.0, 0.0, 0.0]],
  "mulliken_charge": [0.43, -1.55, 2.04, -0.93, 0.20, -1.00, -0.88, -0.85, -0.60, -0.20, 1.29, -1.38, -1.20, 0.57, 0.41, -0.03, 0.57, 0.30, -0.19, 0.31, 0.40, 0.40, 0.30, 0.42, 0.33, 0.34, 0.53, 0.36, 0.15, -0.18, -0.41, -0.17, -0.60, -0.84, -1.22, 0.89, 0.05, -0.29, -0.85, 0.04, 0.42, -1.10, -0.65, -0.99, -0.97, 1.81, 1.16, 0.18, -0.88, -0.66, -0.89, -0.46, 0.52, 0.29, 0.26, 0.53, -0.43, -0.73, 0.62, 0.37, -0.35, 0.56, 0.25, 1.04, 0.45, 0.39, 0.50, -0.01, 0.37, 0.36, 0.37, 0.33, -1.61, -0.39, 0.18, -0.64, 0.16, 0.15, 0.42, 0.18, 0.48, 0.50, 0.28, 0.30, -0.17, -0.84, -1.13, 0.44, -0.92, -1.04, 0.24, -1.63, 0.43, -0.24, 0.32, 0.51, 0.60, 0.45, 0.66, 0.04, 0.43, 0.24, 0.00, -0.03, 0.30, 0.44, 0.30],
  "gap_ev": 5.7,
  "e_tot_ha": -12213.1948,
  "homo_ev": -3.3,
  "total_charge": -1
}

=====

{
  "formula": "CH4N5",
  "method": "ωB97M-V/def2-TZVPD",
  "elements": ["H", "N", "N", "N", "N", "N", "C", "H", "H", "H"],
  "coordinates": [[1.218703, -1.575570, 1.643362], [1.092573, -0.745254, 1.101851], [1.970907, 0.068250, 0.947357], [1.883561, 1.097418, 0.219410], [0.727352, 1.118413, -0.451918], [-0.172129, 0.350536, -0.255360], [-1.464457, -0.007865, -0.672009], [-2.075034, -0.593185, -0.085193], [-2.017087, 0.896093, -0.901933], [-1.164388, -0.608836, -1.545565]],
  "atomic_forces_ev_per_a": [[0.0, -0.9, 0.6], [-0.9, 1.9, -1.7], [-0.7, -1.5, 1.1], [2.7, 1.8, -0.7], [-4.4, -1.4, 0.0], [4.3, 0.4, 2.5], [0.7, 0.7, -3.3], [-0.5, -1.3, 2.2], [0.0, 0.2, -0.4], [-1.0, 0.2, -0.3]],
  "mulliken_charge": [0.29, -0.19, 0.37, -0.34, 0.21, 0.25, -0.50, 0.30, 0.31, 0.31],
  "gap_ev": [8.8, 8.8],
  "smiles": "[H]/N=N/N=[N+]=NC",
  "e_tot_ha": -313.7942,
  "homo_ev": [-16.2, -16.2],
  "total_charge": 1
}

=====

{
  "formula": "C3H4N2O",
  "method": "ωB97M-V/def2-TZVPD",
  "elements": ["C", "C", "C", "N", "N", "O", "H", "H", "H", "H"],
  "coordinates": [[2.346045, -0.917730, -0.003523], [-0.071630, -0.955203, -0.209716], [-0.951104, 0.294596, -0.383696], [-0.435408, -1.981392, 0.675568], [-0.456614, -2.301015, -0.524529], [3.012296, 0.060863, -0.098123], [2.464326, -1.994966, 0.137429], [-1.019501, 0.862882, 0.606025], [-1.846212, -0.185041, -0.657536], [-0.427889, 0.907849, -1.088237]],
  "atomic_forces_ev_per_a": [[-2.9, 2.8, -1.0], [3.4, 1.7, 0.6], [2.4, -0.7, 2.2], [-0.3, -1.0, 0.0], [-0.2, -0.1, 0.3], [-0.8, -2.4, 0.4], [0.7, -0.3, 0.2], [-0.1, -0.9, -1.3], [-1.7, 0.4, -0.7], [-0.5, 0.5, -0.7]],
  "mulliken_charge": [0.19, 0.53, -0.97, -0.27, -0.28, -0.35, 0.29, 0.24, 0.37, 0.25],
  "gap_ev": [8.3, 8.3],
  "e_tot_ha": -301.2544,
  "homo_ev": [-8.2, -8.2],
  "total_charge": 0
}